#P
{"formula": "C4H2O", "method": "the ωB97M-V functional and the def2-TZVPD basis", "elements": ["C", "C", "C", "C", "O", "H", "H"], "positions_angstrom": [[-0.386, -1.192, -0.023], [-0.607, -0.197, 0.887], [-0.404, 1.042, 0.534], [0.681, 1.656, 0.268], [1.290, 1.702, -0.964], [-1.005, -2.104, -0.047], [0.430, -0.907, -0.654]], "e_homo_ev": [-9.5, -9.0], "smiles": "C=C=C=C=O", "e_lumo_ev": [-1.7178, -1.7587], "gap_ev": [7.80, 7.28], "multiplicity": 1}

---

#Q
{"formula": "C4H2O", "method": "the ωB97M-V functional and the def2-TZVPD basis", "elements": ["C", "C", "C", "C", "O", "H", "H"], "positions_angstrom": [[0.948, 0.805, 0.001], [-0.677, -0.993, 0.002], [0.575, -0.514, 0.003], [-0.237, 1.421, -0.001], [-1.487, 0.018, -0.002], [1.908, 1.267, 0.001], [-1.029, -2.005, -0.005]], "e_homo_ev": [-9.0, -9.0], "e_lumo_ev": [-1.8371, -2.1400], "gap_ev": [7.18, 6.83], "multiplicity": 1}

---

Winner for stability: #P

---

#P
{"formula": "H5O3", "method": "the ωB97M-V functional and the def2-TZVPD basis", "elements": ["O", "H", "O", "H", "H", "O", "H", "H"], "positions_angstrom": [[-0.829, 0.679, -0.133], [-0.928, 1.476, 0.403], [0.820, -0.174, 1.598], [0.484, 0.418, 2.281], [0.099, 0.100, 0.839], [0.040, -0.951, -2.079], [-0.225, -0.159, -1.529], [0.538, -1.390, -1.380]], "total_charge": -1, "e_homo_ev": -4.1, "e_lumo_ev": 4.8515, "gap_ev": 8.95, "multiplicity": 1}

---

#Q
{"formula": "H5O3", "method": "the ωB97M-V functional and the def2-TZVPD basis", "elements": ["O", "H", "O", "H", "H", "O", "H", "H"], "positions_angstrom": [[-0.966, -0.747, -0.234], [-0.789, -1.471, -0.866], [0.615, 1.186, -1.462], [-0.049, 1.716, -1.894], [0.095, 0.676, -0.792], [0.476, -0.383, 1.715], [-0.094, -0.654, 2.428], [-0.168, -0.560, 0.869]], "total_charge": -1, "e_homo_ev": -3.9, "e_lumo_ev": 4.8379, "gap_ev": 8.74, "multiplicity": 1}

---

Winner for stability: #P